No. 1
DFT (wB97M-V/def2-TZVPD) results for a 3-piece molecular cluster, C5H10O2 overall.

```
! wB97M-V def2-TZVPD RIJCOSX def2/J DEFGRID3
* xyz 0 1
C -0.78 -1.18 0.92
C -0.75 0.13 1.13
C -1.19 0.84 -0.12
O -1.29 -0.18 -1.11
C -1.24 -1.45 -0.49
H -0.54 -1.96 1.64
H -0.48 0.64 2.04
H -0.48 1.60 -0.46
H -2.17 1.34 0.02
H -0.56 -2.09 -1.05
H -2.23 -1.93 -0.51
H 1.94 2.60 -0.30
H 1.62 3.24 -0.51
C 2.03 -0.40 -0.31
O 2.72 0.44 0.22
H 1.27 -0.16 -1.07
H 2.14 -1.48 -0.06
*
```

E, eV: -9439.24837
HOMO, eV: -9.40
Gap between HOMO and LUMO, eV: 10.3
Relative energy (zero: lowest compared OMol25 entry of this formula, charge and spin), eV: 3.7946
SMILES string: C1=CCOC1.[H][H].C=O

Here are the Mulliken charges for atoms 1 to 6, given in e: C -0.377; C -0.264; C -0.281; O -0.385; C -0.404; H 0.417

***

No. 2
DFT (wB97M-V/def2-TZVPD) results for C5H10O2 as an isolated structure.

```
! wB97M-V def2-TZVPD RIJCOSX def2/J DEFGRID3
* xyz 0 1
C 2.20 1.03 -0.51
O 0.85 1.05 -0.13
C 0.25 -0.20 -0.31
C 0.47 -1.24 0.83
O -0.84 -0.94 1.38
C -1.15 -0.30 0.22
C -2.28 0.66 0.13
H 2.79 0.35 0.12
H 2.33 0.73 -1.56
H 2.59 2.05 -0.38
H 0.32 -0.56 -1.33
H 1.23 -0.98 1.57
H 0.52 -2.28 0.51
H -1.64 -1.45 -0.73
H -2.13 1.62 -0.38
H -2.59 -0.24 -0.47
H -2.92 0.72 1.02
*
```

E, eV: -9437.23777
HOMO, eV: -8.69
Gap between HOMO and LUMO, eV: 9.6
Relative energy (zero: lowest compared OMol25 entry of this formula, charge and spin), eV: 5.8052

Here are the Mulliken charges for atoms 1 to 6, given in e: C -0.726; O -0.337; C 0.094; C -0.528; O -0.422; C -0.060

***

No. 3
DFT (wB97M-V/def2-TZVPD) results for a 2-piece molecular cluster, C5H10O2 overall.

```
! wB97M-V def2-TZVPD RIJCOSX def2/J DEFGRID3
* xyz 0 1
O 2.14 0.75 -0.10
C 1.26 -0.32 0.02
C -0.04 -0.25 0.70
C -0.56 1.18 0.85
C -1.67 1.17 -0.18
O -1.00 0.58 -1.30
C -0.16 -0.44 -0.79
H 2.89 0.39 -0.59
H 1.81 -1.22 0.33
H -0.33 -0.99 1.43
H -0.81 1.42 1.87
H 0.21 1.87 0.48
H -2.05 2.15 -0.47
H -2.52 0.56 0.18
H -0.20 -1.27 -1.46
H 0.89 -2.74 -0.44
H 0.16 -2.83 -0.53
*
```

E, eV: -9438.40104
HOMO, eV: -8.35
Gap between HOMO and LUMO, eV: 9.2
Relative energy (zero: lowest compared OMol25 entry of this formula, charge and spin), eV: 4.6420
SMILES string: O[C@H]1[C@H]2CCO[C@@H]12.[H][H]

Here are the Mulliken charges for atoms 1 to 6, given in e: O -0.536; C -0.182; C -0.012; C -0.629; C -0.411; O -0.438